Entry one
Molecular formula: C4H9N3
Method: DFT, ωB97M-V/def2-TZVPD

The geometry in XYZ format:
```
16
Properties=species:S:1:pos:R:3:nbo_charge:R:1
C 1.19405 -0.07564 -0.38732 -0.203
C 0.81100 0.73439 -1.60414 -0.641
C -0.55748 0.69375 1.53337 0.065
N -1.46835 1.59534 1.91064 -0.802
C -0.27420 -2.28157 -0.16465 -0.161
N -0.97267 -0.34021 0.85397 -0.488
N -0.09359 -1.03847 0.17842 -0.030
H -2.46919 1.48819 1.75061 0.355
H -1.19470 2.35181 2.51695 0.388
H 1.89883 -0.86969 -0.63353 0.185
H 1.64288 0.52155 0.40474 0.257
H -1.08047 -2.85577 0.25908 0.214
H 0.41132 -2.73185 -0.85908 0.193
H 1.70852 1.07706 -2.12511 0.225
H 0.20989 1.59917 -1.32956 0.229
H 0.23415 0.13193 -2.30439 0.215
```

Properties
Charge: 0
Orbital gap (spin up / spin down), Ha: 0.2726 / 0.2725
Highest occupied orbital energy (spin up / spin down), Ha: -0.2460 / -0.2460

Entry two
Molecular formula: C4H9N3
Method: DFT, ωB97M-V/def2-TZVPD

The geometry in XYZ format:
```
16
Properties=species:S:1:pos:R:3:nbo_charge:R:1
C 0.57988 -0.82292 1.31712 -0.593
C -0.02001 -0.06270 0.07609 0.065
C -0.01726 1.48077 0.37101 -0.611
C 0.63283 -0.24380 -1.28651 -0.314
N -0.45248 -0.58178 -2.23520 -0.196
N -1.50871 -0.73179 -1.60931 0.041
N -1.32961 -0.57082 -0.25906 -0.487
H -0.02754 -0.52673 2.35200 0.194
H 1.57817 -0.68967 1.50890 0.213
H 0.26429 -1.84930 1.25761 0.220
H -0.86149 1.90141 1.01689 0.214
H -0.03629 1.88283 -0.72456 0.210
H 0.82859 1.76707 0.90552 0.208
H 1.14565 0.59449 -1.68927 0.213
H 1.36157 -0.95665 -1.42492 0.216
H -2.13758 -0.59043 0.42369 0.407
```

Properties
Charge: 0
Orbital gap, Ha: 0.3586
SMILES: CC1(C)CN=NN1
Highest occupied orbital energy, Ha: -0.3289

Most stable structure: entry two

Entry one
Molecular formula: C4H9N3
Method: DFT, ωB97M-V/def2-TZVPD

The geometry in XYZ format:
```
16
Properties=species:S:1:pos:R:3:nbo_charge:R:1
H 3.26274 -0.49955 -0.09173 0.338
N 2.36225 -0.77248 0.08401 -0.701
C 1.78208 0.42282 -0.05530 0.273
N 0.40064 0.56729 -0.22786 -0.302
N -0.21859 1.74609 -0.00024 -0.632
C -0.47443 -0.57286 -0.19813 0.169
C -0.09286 -1.86273 -0.09587 -0.487
C -2.05002 -0.19287 -0.04032 -0.637
H 2.33610 1.45337 -0.06345 0.159
H -0.25709 2.07705 0.99170 0.353
H 0.34295 2.59874 -0.59195 0.349
H -0.90136 -2.56757 0.27475 0.213
H 0.97318 -1.93836 -0.14040 0.265
H -2.62754 -1.03390 -0.09785 0.208
H -2.53001 0.06185 1.05588 0.206
H -2.30804 0.51311 -0.80323 0.224
```

Properties
Charge: 0
Orbital gap, Ha: 0.3289
SMILES: [H]/N=C/N(N)C(=C)C
Highest occupied orbital energy, Ha: -0.3015

Entry two
Molecular formula: C4H9N3
Method: DFT, ωB97M-V/def2-TZVPD

The geometry in XYZ format:
```
16
Properties=species:S:1:pos:R:3:nbo_charge:R:1
C -0.43736 -0.04535 -0.43514 -0.326
N 0.80071 -0.04063 0.25938 -0.436
C -1.09753 -0.41784 0.87892 0.217
N -1.85877 0.54683 1.51413 -0.802
C 2.27633 0.66573 -1.45840 0.060
C -0.84305 -1.64582 1.38209 -0.381
N 1.83107 0.84433 -2.61476 -0.591
H 1.68686 0.82005 -0.46779 0.202
H -1.86915 0.50174 2.52253 0.383
H -1.74072 1.48823 1.17554 0.384
H 0.83388 1.06884 -2.63827 0.339
H -0.83155 0.92724 -0.77169 0.176
H -0.58204 -0.79195 -1.23208 0.176
H 3.31451 0.38416 -1.28011 0.178
H -0.25402 -2.35085 0.81929 0.223
H -1.22915 -1.95471 2.34638 0.200
```

Properties
Charge: 0
Orbital gap (spin up / spin down), Ha: 0.2964 / 0.2964
Highest occupied orbital energy (spin up / spin down), Ha: -0.3119 / -0.3118

Entry three
Molecular formula: C4H9N3
Method: DFT, ωB97M-V/def2-TZVPD

The geometry in XYZ format:
```
16
Properties=species:S:1:pos:R:3:nbo_charge:R:1
H -3.67746 -0.75582 -0.30575 0.333
N -2.63103 -0.74060 -0.37338 -0.724
C -2.25996 0.38581 0.18288 0.265
N -0.93635 0.76745 0.20020 -0.605
C -0.09223 -0.20745 0.09493 0.355
N 1.20622 -0.11172 -0.14644 -0.409
C 2.16287 -1.21468 0.12284 -0.407
C 1.88047 1.26749 -0.19351 -0.440
H -3.07508 1.01668 0.73385 0.158
H -0.45039 -1.28635 0.39488 0.180
H 3.15525 -1.33720 -0.59027 0.219
H 1.59995 -2.10175 0.06100 0.214
H 2.58067 -1.17089 1.21308 0.193
H 1.23227 2.24374 -0.06926 0.257
H 2.47326 1.27665 0.72394 0.197
H 2.54272 1.32194 -1.16695 0.213
```

Properties
Charge: 0
Orbital gap, Ha: 0.3449
SMILES: [H]/N=C/N=C/N(C)C
Highest occupied orbital energy, Ha: -0.3155

Most stable structure: entry three

Entry one
Molecular formula: C4H9N3
Method: DFT, ωB97M-V/def2-TZVPD

The geometry in XYZ format:
```
16
Properties=species:S:1:pos:R:3:nbo_charge:R:1
C -0.89848 -0.87914 0.86249 -0.416
C -0.59670 -0.08660 -1.44720 -0.413
N 0.00955 -0.18314 -0.09417 -0.388
C 1.58763 -1.02496 -0.05553 0.145
N 2.06169 -1.97627 -0.54436 -0.498
H -1.19750 -1.83610 0.43498 0.223
H 0.17584 0.20870 -2.15699 0.220
H -0.35772 -1.04849 1.79302 0.224
H -1.76350 -0.25656 1.08222 0.218
H -1.39183 0.65903 -1.43067 0.207
H -0.99251 -1.05446 -1.75359 0.232
C 0.51251 1.12782 0.46379 0.200
N -0.30489 1.84961 1.15535 -0.585
H 0.03524 2.80567 1.24169 0.357
H 1.25906 1.59031 -0.19554 0.205
H 1.86161 0.10458 0.64452 0.070
```

Properties
Charge: 0
Orbital gap (spin up / spin down), Ha: 0.2923 / 0.2923
Highest occupied orbital energy (spin up / spin down), Ha: -0.2991 / -0.2991

Entry two
Molecular formula: C4H9N3
Method: DFT, ωB97M-V/def2-TZVPD

The geometry in XYZ format:
```
16
Properties=species:S:1:pos:R:3:nbo_charge:R:1
H -1.13843 -1.76862 1.19075 0.341
N -0.65777 -0.95315 0.82061 -0.756
C -1.33402 -0.22647 0.02435 0.480
C -0.92497 1.22921 -0.27200 -0.673
N -2.64404 -0.48221 -0.29653 -0.827
H -1.01562 1.41691 -1.34145 0.220
H 0.08150 1.43241 0.07603 0.245
H -1.60228 1.91646 0.23144 0.224
H -3.11815 -1.26505 0.12142 0.388
H -3.23656 0.23693 -0.67196 0.391
C 3.09283 -0.33536 -0.81449 -0.722
C 2.48451 -0.16297 0.33584 0.451
N 1.95150 -0.00163 1.40484 -0.663
H 3.74329 -1.18229 -0.95668 0.236
H 3.30844 0.50171 -1.45527 0.234
H 1.00976 -0.35588 1.60309 0.430
```

Properties
Charge: 0
Orbital gap, Ha: 0.3258
SMILES: [H]/N=C(/C)N.C=C=N
Highest occupied orbital energy, Ha: -0.2984

Entry three
Molecular formula: C4H9N3
Method: DFT, ωB97M-V/def2-TZVPD

The geometry in XYZ format:
```
16
Properties=species:S:1:pos:R:3:nbo_charge:R:1
C -2.35980 0.17226 -0.27699 0.226
C -0.96827 -1.87716 0.14734 -0.619
C -0.06449 1.70382 0.58243 -0.280
C -1.13694 -0.38847 0.05429 -0.117
N -3.38063 0.63088 -0.56032 -0.344
N 2.78868 0.44414 -0.86922 -1.065
N -0.14145 0.39221 0.49929 -0.348
H -1.01148 -2.21364 1.18884 0.207
H -1.76730 -2.37397 -0.39452 0.242
H -0.01277 -2.19027 -0.27604 0.207
H 0.82787 2.15535 0.96569 0.192
H -0.90033 2.30385 0.28382 0.210
H 2.82041 -0.11668 -0.02917 0.346
H 2.07320 0.08037 -1.48532 0.364
H 2.54880 1.39672 -0.63296 0.362
H 0.68452 -0.11942 0.80284 0.416
```

Properties
Charge: 0
Orbital gap (spin up / spin down), Ha: 0.2843 / 0.2843
Highest occupied orbital energy (spin up / spin down), Ha: -0.2737 / -0.2737

Most stable structure: entry two